C27H75F3HfN5O14S | ωB97M-V with the def2-TZVPD basis set

Calculated values
* electronic energy: -3145.4267 Ha
* ΔE to the lowest compared entry with this formula, charge and spin: 2.4909 eV
* multiplicity: 1
* total charge: +3
* frontier orbital gap: 1.917 eV
* LUMO level: -13.034 eV
* maximum force: 9.35 eV/Å

Geometry (Å):
Hf  3.06660  -2.79693  -1.74537
C  0.48770  -0.15568  1.40797
F  -0.59930  -0.73421  0.86196
F  0.23557  1.08123  1.86269
F  0.93396  -0.88624  2.45292
S  1.82152  0.07401  0.02493
O  1.20308  0.89037  -0.99194
O  3.02976  0.59763  0.55001
O  1.99273  -1.30004  -0.51352
C  -0.39084  -2.50075  -1.76199
O  0.73391  -3.11038  -2.43079
H  -1.24689  -2.42843  -2.43230
H  -0.62350  -3.07844  -0.86774
H  -0.15979  -1.47520  -1.48211
H  0.30691  -3.79074  -2.96288
C  -0.64776  0.11813  -4.86272
O  -0.08266  0.06589  -3.56683
H  -0.61661  -0.89376  -5.26725
H  -1.65491  0.53344  -4.85133
H  -0.03622  0.75799  -5.50086
H  -0.43623  0.86789  -3.15910
C  2.97986  1.01069  -4.46688
C  3.56045  -0.14771  -3.72713
C  4.27773  0.35214  -2.48913
O  4.52113  -0.76080  -1.64867
C  5.56002  -0.39781  -0.70778
N  2.44181  -1.08099  -3.28614
H  2.61590  0.76441  -5.46490
H  3.77321  1.73967  -4.63946
H  2.18154  1.58807  -3.99903
H  4.24522  -0.66685  -4.39879
H  3.67702  1.08480  -1.94781
H  5.24229  0.81933  -2.68833
H  5.57985  0.65047  -0.41036
H  6.56859  -0.58140  -1.08217
H  5.51864  -1.05923  0.15750
H  1.67823  -0.42550  -3.10422
H  1.96425  -1.37016  -4.13528
C  -2.11055  2.28876  -0.91857
C  -1.31126  3.39432  -1.63064
C  -0.74452  4.41396  -0.66527
O  -1.80601  5.15134  -0.02804
C  -1.37222  6.16723  0.87861
N  -0.29651  2.74228  -2.48128
H  -2.98536  2.68875  -0.40436
H  -1.52105  1.88650  -0.09329
H  -2.51301  1.62453  -1.68359
H  -2.02881  3.88825  -2.28662
H  -0.20229  5.16765  -1.24160
H  -0.05508  3.94931  0.04341
H  -0.82380  5.67379  1.68217
H  -2.28759  6.64301  1.22650
H  -0.75319  6.88795  0.34255
H  0.29760  3.51968  -2.74389
H  0.28831  2.16101  -1.89354
C  3.47637  3.95754  -0.68729
C  3.85843  3.93176  0.80754
C  2.66198  3.74242  1.74907
O  3.06287  4.02687  3.07563
C  2.07602  4.04412  4.05171
N  4.86950  2.89716  0.96410
H  4.34900  3.93362  -1.33991
H  2.92934  4.83919  -1.02254
H  2.82649  3.09061  -0.82226
H  4.35023  4.85719  1.10912
H  2.15290  2.79484  1.56661
H  1.95448  4.55816  1.57877
H  1.63378  5.04098  4.10260
H  2.47618  3.72392  5.01239
H  1.23078  3.41500  3.76332
H  4.41080  2.02895  0.70949
H  4.87519  2.82509  1.97586
C  0.44352  -5.22333  1.68335
C  1.30407  -3.99367  1.21908
C  2.54186  -3.57785  2.03033
O  3.17475  -2.40138  1.47491
C  4.25114  -1.99617  2.31801
N  1.74820  -4.23702  -0.17107
H  1.02634  -6.13959  1.79502
H  -0.29755  -5.48026  0.92514
H  -0.04551  -5.09654  2.64824
H  0.62665  -3.13926  1.18853
H  3.25323  -4.40211  1.93869
H  2.31473  -3.43720  3.08694
H  4.57565  -0.99319  2.04563
H  5.04823  -2.72482  2.16250
H  3.94679  -2.01917  3.36440
H  0.88342  -4.63078  -0.52528
H  2.27959  -5.09492  -0.05029
C  -5.39252  -3.53893  -4.05148
C  -5.53296  -2.37506  -3.11653
C  -5.39977  -2.73661  -1.63165
O  -4.04607  -3.05466  -1.30612
C  -3.66077  -2.51597  -0.04540
N  -4.59626  -1.32074  -3.49512
H  -5.72568  -3.22202  -5.03978
H  -5.97006  -4.40440  -3.72843
H  -4.34463  -3.80857  -4.19165
H  -6.54103  -1.97411  -3.23127
H  -6.05301  -3.56498  -1.34873
H  -5.81009  -1.97808  -0.96198
H  -2.64646  -2.75479  0.27425
H  -4.34281  -2.91686  0.70689
H  -3.79415  -1.43953  0.08245
H  -3.69831  -1.63765  -3.14915
H  -4.74609  -0.51397  -2.90168
C  -3.40567  -1.97820  4.80772
C  -2.05640  -2.40001  4.15321
O  -2.25852  -3.10874  2.93969
O  -3.85995  -3.00235  5.68428
H  -4.20312  -1.73325  4.10899
H  -3.11696  -1.17950  5.49364
H  -1.47183  -3.05729  4.79858
H  -1.42420  -1.56948  3.83689
H  -2.57460  -3.98932  3.16043
H  -3.34018  -3.10889  6.48418
C  -3.68362  1.28917  2.83773
C  -2.45264  1.93510  3.56486
O  -2.76423  2.25872  4.90788
O  -4.73875  2.24307  2.95080
H  -3.81841  0.36431  3.40091
H  -3.56520  1.07704  1.77448
H  -2.21252  2.84536  3.00925
H  -1.49296  1.41800  3.55109
H  -3.67633  2.56485  4.91597
H  -5.33007  2.16489  2.19879